A single C4H3N3 molecule in a non-equilibrium geometry. Source: the Open Molecules 2025 dataset; level of theory: ωB97M-V with the def2-TZVPD basis set.

Geometry as XYZ:
```
10
Properties=species:S:1:pos:R:3:forces:R:3
N -2.307073 0.544931 0.087086 1.93 -1.49 -0.35
C -1.379504 -0.143319 -0.079662 -1.66 1.03 0.30
C -0.235628 -1.033741 -0.351625 -1.34 1.02 -0.70
N 0.629675 -1.379507 0.652762 0.25 0.68 3.49
C 1.157147 -0.481293 -0.343167 0.59 -0.09 -0.31
C 1.031629 0.994452 -0.073917 0.86 1.85 0.91
N 0.842185 2.134122 0.152754 0.62 -3.38 -0.81
H -0.461538 -1.782416 -1.013551 -0.66 -1.49 -1.95
H 0.864471 -2.359240 0.761837 0.62 0.42 -0.53
H 2.001697 -0.971765 -0.906272 -1.21 1.44 -0.05
```
Forces are in eV/Å.

Results
HOMO energy (Eh): -0.398
Orbital gap (eV): 11.04
Calculated total energy (eV): -8663.7931
SMILES: N#C[C@@H]1N[C@@H]1C#N
Energy above the lowest of the compared OMol25 structures with the same formula, charge and spin (eV): 2.618
LUMO energy (eV): 0.2
F_max (hartree/bohr): 0.0693
Spin multiplicity: 1

=====

A single C3H6O3 molecule in a non-equilibrium geometry. Source: the Open Molecules 2025 dataset; level of theory: ωB97M-V with the def2-TZVPD basis set.

Geometry as XYZ:
```
12
Properties=species:S:1:pos:R:3:forces:R:3
O -0.011666 -0.835172 -2.551533 -2.43 3.03 5.35
C -0.479643 -0.203154 -1.507888 -1.42 -1.44 -4.18
C 0.234970 0.013364 -0.265933 1.78 0.28 0.43
O 1.412541 -0.715010 -0.358276 0.08 -1.72 -0.89
C -0.400642 0.047563 1.142718 -0.50 -3.03 -0.72
O 0.551973 0.545450 2.042354 -0.86 1.59 -0.51
H -1.519722 0.304718 -1.395420 1.17 -0.89 -1.31
H 0.503088 1.066909 -0.300406 0.21 0.90 -0.74
H 1.246774 -1.274129 -1.198161 0.86 1.01 1.58
H -0.650392 -1.003981 1.397197 0.40 0.50 0.26
H -1.369724 0.543171 1.147880 0.04 0.58 -0.06
H 0.482446 1.510271 1.847469 0.69 -0.80 0.78
```
Forces are in eV/Å.

Results
HOMO energy (Eh): -0.382
Orbital gap (eV): 10.41
Calculated total energy (eV): -9348.6632
SMILES: O=C[C@H](O)CO
Energy above the lowest of the compared OMol25 structures with the same formula, charge and spin (eV): 2.654
LUMO energy (eV): 0.0
F_max (hartree/bohr): 0.1285
Spin multiplicity: 1

=====

12 unconnected molecules or ions with the total composition C54H132N12O6 in a non-equilibrium geometry. Source: the Open Molecules 2025 dataset; level of theory: ωB97M-V with the def2-TZVPD basis set.

Geometry as XYZ:
```
204
Properties=species:S:1:pos:R:3:forces:R:3
C -4.886842 3.042024 25.333760 1.48 0.42 -0.30
C -4.418006 4.052957 26.406205 -1.92 -0.16 -0.40
N -4.828252 5.423244 26.105942 0.51 1.73 0.10
C -4.140845 6.044848 24.969917 0.41 -1.25 -0.26
C -2.660696 6.229333 25.200422 0.92 0.73 0.01
C -6.245111 5.734949 26.080451 -0.69 -1.36 0.35
C -6.948314 5.392115 27.391805 0.82 0.58 0.66
H -5.936996 3.094555 25.061797 -0.13 -0.08 0.37
H -4.571196 2.038658 25.620377 -0.34 -0.09 0.00
H -4.319244 3.286392 24.430530 -0.15 -0.25 -0.17
H -4.917771 3.768361 27.333619 0.35 0.14 0.25
H -3.343758 4.007871 26.549853 0.05 0.00 0.02
H -4.262429 5.397867 24.087310 -0.06 0.17 -0.21
H -4.561986 7.009386 24.686011 -0.31 -0.01 0.39
H -2.441039 6.977841 25.968742 -0.17 -0.15 0.17
H -2.086321 5.336316 25.449216 -0.30 -0.17 0.05
H -2.167571 6.636703 24.311697 -0.21 -0.09 -0.13
H -6.773809 5.164027 25.299785 0.02 0.23 -0.32
H -6.417029 6.792282 25.882919 0.37 0.07 -0.11
H -7.019219 4.327341 27.607086 -0.31 -0.02 -0.27
H -7.909454 5.897882 27.471310 -0.18 -0.31 -0.15
H -6.331603 5.796986 28.204083 -0.09 0.01 0.04
C -5.030960 12.465772 31.270438 -0.16 -0.41 -0.60
C -5.865126 13.699182 30.960269 1.54 0.24 -0.31
N -6.878444 14.026930 31.954885 -0.71 0.11 -1.29
C -7.906886 12.981887 31.908215 -0.24 -0.46 0.67
C -9.095676 13.236108 32.837152 -0.38 0.02 -0.22
C -7.509772 15.290912 31.546070 -0.23 0.76 0.40
C -6.543046 16.481020 31.509666 0.05 -0.63 -0.06
H -4.536763 12.525307 32.238472 -0.22 -0.12 0.13
H -4.252822 12.343382 30.510957 0.07 0.29 0.00
H -5.628306 11.558311 31.148412 0.05 -0.07 0.50
H -5.139160 14.510624 30.844506 -0.20 0.18 0.54
H -6.217189 13.627199 29.916287 -0.72 -0.25 0.14
H -8.286779 12.801652 30.890351 0.05 0.29 -0.20
H -7.456945 12.029336 32.191420 0.16 0.12 0.15
H -8.804335 13.700395 33.778592 0.15 -0.12 0.03
H -9.862856 13.868396 32.384611 0.19 0.17 -0.06
H -9.624869 12.304679 33.045544 0.22 -0.10 0.11
H -8.334169 15.537420 32.216982 0.22 -0.20 0.33
H -8.021521 15.212564 30.573686 0.22 -0.27 -0.25
H -5.996160 16.458962 30.567133 0.08 0.35 0.04
H -5.820265 16.399012 32.322600 -0.02 0.02 0.04
H -7.071429 17.425371 31.619121 -0.04 0.01 -0.15
C 2.532124 14.195362 27.944734 -0.08 0.72 0.94
C 3.673590 13.248404 27.605844 -0.50 0.27 -0.21
N 3.957962 13.104219 26.195947 0.48 -1.06 -0.86
C 2.920477 12.402429 25.417484 -0.22 1.12 2.33
C 2.595987 11.073641 26.094605 -0.08 -0.61 -1.77
C 4.520085 14.254913 25.515750 0.64 0.29 1.15
C 5.978037 14.493516 25.989966 -0.50 0.39 -0.94
H 2.654418 14.507916 28.989125 0.04 0.10 -0.06
H 1.534545 13.750087 27.947446 0.03 -0.05 -0.55
H 2.562632 15.113385 27.355505 -0.25 -0.09 -0.09
H 4.572248 13.593347 28.115673 0.10 -0.15 0.01
H 3.358167 12.292645 28.025439 0.72 -0.04 -0.06
H 2.027459 13.048551 25.463051 -0.23 -0.17 -0.66
H 3.299320 12.296203 24.406768 -0.27 -0.26 -0.12
H 3.467967 10.444575 25.902114 -0.06 -0.26 0.56
H 2.281523 11.060228 27.135004 0.21 0.30 -0.02
H 1.773859 10.615362 25.537875 0.01 -0.09 0.04
H 3.923444 15.158533 25.713093 0.02 0.12 -0.24
H 4.531634 14.093057 24.440480 -0.14 -0.19 -0.03
H 6.521595 13.558878 25.870927 0.09 -0.04 0.43
H 6.029692 14.922479 26.987799 0.06 -0.36 0.19
H 6.472379 15.220547 25.337578 -0.12 0.03 -0.02
C -2.920230 15.041005 27.440223 -0.13 -0.07 -1.24
C -2.449980 15.535631 28.786101 0.78 -0.63 0.60
N -1.670908 16.779253 28.796275 -1.09 -0.06 -0.76
C -2.456719 17.897926 28.251104 2.30 0.63 -0.28
C -1.449899 19.011956 27.810371 -1.36 -0.39 0.01
C -1.091412 17.007274 30.119201 -1.43 -0.12 -0.20
C 0.259641 16.369842 30.312788 0.65 -0.06 0.51
H -3.273135 14.007132 27.380840 -0.09 0.00 0.77
H -2.147565 15.028665 26.663932 0.22 0.41 0.24
H -3.740911 15.640230 27.037016 0.02 0.05 0.05
H -3.301553 15.570599 29.488617 -0.10 0.22 0.01
H -1.768128 14.793886 29.218929 -0.14 -0.15 -0.06
H -3.138980 18.398272 28.950127 -0.39 -0.49 0.13
H -2.959584 17.538248 27.361327 -0.31 0.02 0.10
H -0.597298 18.596591 27.282548 0.11 -0.10 0.15
H -1.164937 19.568889 28.699849 0.35 0.19 -0.19
H -1.989630 19.664936 27.119289 0.19 0.27 0.15
H -1.124752 18.072055 30.354706 0.50 0.07 -0.25
H -1.843985 16.596049 30.815301 0.43 -0.09 0.44
H 0.231052 15.282417 30.409707 -0.31 0.05 -0.07
H 0.986653 16.571535 29.524564 -0.29 0.27 -0.17
H 0.697386 16.744486 31.242993 0.01 -0.08 0.03
C -1.469593 9.807889 32.592933 0.06 1.09 0.01
C -1.969940 10.052620 34.006363 0.41 -0.56 0.32
N -1.849364 8.815105 34.794210 0.17 0.38 -0.23
C -2.539640 8.951844 36.064133 -1.24 0.07 -0.30
C -4.077523 9.034199 35.882993 0.41 0.35 0.20
C -0.471091 8.377099 35.014497 0.21 0.13 1.13
C -0.372109 6.894837 35.389453 0.61 0.48 -0.76
H -0.402778 9.601104 32.524166 -0.06 -0.35 0.34
H -1.536184 10.738635 32.017162 -0.49 -0.16 0.16
H -1.987553 8.996866 32.085430 -0.06 0.07 0.25
H -1.474875 10.922269 34.473710 0.59 -0.21 0.04
H -3.002495 10.390804 34.067186 -0.29 -0.39 -0.53
H -2.383290 8.071876 36.685075 0.39 0.04 -0.06
H -2.208994 9.846700 36.616203 0.20 -0.10 0.10
H -4.403367 8.406317 35.055169 0.00 -0.30 0.18
H -4.530645 8.738203 36.830113 -0.23 -0.14 -0.18
H -4.450439 10.036206 35.665864 0.18 0.10 0.03
H -0.053552 8.940308 35.869364 -0.03 0.08 0.10
H 0.242216 8.626445 34.230306 -0.57 -0.18 -0.52
H 0.694201 6.655985 35.408624 -0.03 -0.13 0.33
H -0.790947 6.263874 34.605862 -0.32 0.00 0.15
H -0.811209 6.707148 36.363971 -0.06 -0.26 -0.04
C 5.037038 9.428924 31.514897 -0.18 0.35 -0.71
C 4.461471 10.725633 30.902686 0.62 -0.68 0.77
N 3.298885 11.217119 31.637705 0.94 0.54 0.26
C 2.877449 12.477539 31.034785 -1.03 -0.84 -0.04
C 1.830000 13.201510 31.872385 0.62 0.40 0.42
C 2.239309 10.230629 31.812418 -0.34 0.70 -1.58
C 1.745265 9.643427 30.450250 -0.09 -0.73 1.62
H 4.992336 9.486773 32.600881 -0.27 -0.24 0.02
H 6.090562 9.302065 31.261312 -0.02 0.13 -0.17
H 4.511920 8.577572 31.080234 -0.07 -0.24 0.55
H 5.283673 11.440458 30.969009 -0.35 0.47 -0.03
H 4.242359 10.585030 29.837233 0.05 -0.04 -0.13
H 3.757065 13.095293 30.856382 0.05 0.09 0.33
H 2.463716 12.300020 30.028128 -0.05 0.01 -0.06
H 1.798096 14.234588 31.521919 -0.31 -0.03 0.17
H 0.825855 12.778550 31.906364 0.00 -0.09 -0.55
H 2.142841 13.196665 32.920524 0.18 0.18 -0.05
H 1.357723 10.737077 32.205502 0.20 0.12 0.36
H 2.517527 9.490239 32.560247 0.21 -0.22 -0.28
H 1.066669 10.339267 29.960787 0.33 -0.03 -0.22
H 1.181164 8.756575 30.755412 -0.14 0.10 -0.54
H 2.550330 9.311831 29.799720 0.03 0.15 -0.14
C -4.758822 8.688832 28.612454 0.73 -0.27 -0.83
N -4.299064 7.791543 29.648825 -0.56 1.11 0.64
C -4.493002 8.281116 30.995016 0.88 -0.02 0.89
C -3.892839 6.554635 29.361387 -0.07 -1.39 -0.47
O -3.705913 5.630523 30.143002 0.10 0.54 0.21
H -5.839875 8.842310 28.560802 -0.07 -0.14 0.42
H -4.457448 8.237558 27.663059 -0.06 0.18 -0.12
H -4.259537 9.654683 28.698483 -0.11 0.06 -0.01
H -3.947861 7.700196 31.740640 -0.36 -0.70 -0.27
H -3.975048 9.234064 31.143985 -0.51 0.35 -0.52
H -5.542311 8.352687 31.277483 -0.05 0.04 -0.05
H -3.779037 6.374706 28.279208 -0.02 0.21 -0.03
C -2.270343 10.040311 24.232710 -0.54 -0.47 -0.23
N -1.736578 11.292320 23.742545 -0.80 -0.07 0.58
C -0.387023 11.221907 23.228598 0.10 -0.01 -0.10
C -2.368264 12.466488 24.016201 0.94 0.03 -0.88
O -1.896360 13.547210 23.703749 -0.45 0.02 0.38
H -2.316306 9.313452 23.415067 0.45 -0.13 0.08
H -3.315931 10.089075 24.545685 0.06 0.64 0.09
H -1.708147 9.648376 25.083517 0.21 -0.12 -0.18
H 0.196471 10.626224 23.934232 0.26 0.09 -0.17
H -0.351602 10.743039 22.246708 -0.11 -0.18 0.09
H 0.041349 12.211199 23.096980 -0.11 0.09 0.29
H -3.351259 12.327344 24.488111 0.08 0.07 0.08
C -7.729465 11.142891 25.796181 -0.98 0.45 -0.14
N -6.578805 11.872534 26.276135 0.43 -0.50 0.22
C -6.764823 13.221537 26.731012 -0.68 1.12 0.20
C -5.367246 11.278973 26.316621 -0.06 -0.20 -0.52
O -4.318131 11.766545 26.685898 -0.10 0.11 0.31
H -7.518998 10.164564 25.371400 0.49 0.01 0.20
H -8.243836 11.701026 25.008079 0.19 0.13 -0.05
H -8.481706 11.021780 26.580324 0.14 -0.10 0.16
H -7.513509 13.335707 27.523449 -0.04 -0.56 0.04
H -5.867544 13.684984 27.132359 0.32 -0.39 -0.28
H -7.149929 13.854729 25.925666 0.22 -0.08 -0.17
H -5.415596 10.261746 25.884429 0.04 -0.05 0.15
C -1.443906 10.167033 29.680478 -0.55 0.60 -1.33
N -0.971108 10.065233 28.308676 1.04 -0.80 0.25
C -0.932127 11.296583 27.542623 -0.87 -0.30 0.12
C -0.562249 8.871938 27.828986 0.22 0.64 0.26
O -0.169851 8.652416 26.692021 -0.05 -0.18 0.03
H -0.868660 10.959795 30.161569 -0.19 -0.19 0.24
H -1.421510 9.226161 30.224649 0.42 0.05 -0.29
H -2.491125 10.473692 29.571839 -0.02 0.23 0.61
H -1.993676 11.545008 27.460504 0.16 0.64 -0.63
H -0.417555 12.113498 28.053400 0.10 -0.20 0.27
H -0.449882 11.136417 26.582821 -0.19 -0.10 -0.08
H -0.587359 8.133143 28.646413 -0.02 -0.38 -0.27
C 2.525002 6.234709 25.126282 -0.38 -0.94 -0.21
N 3.085637 7.149891 24.166324 0.55 0.41 0.46
C 4.338986 6.799115 23.515003 -0.51 -0.59 0.06
C 2.434697 8.285832 23.861782 -0.56 0.99 -0.02
O 2.776717 9.146695 23.071093 0.43 -0.29 -0.16
H 3.096161 6.050935 26.039902 0.31 0.56 -0.04
H 2.437344 5.239395 24.671683 -0.09 0.05 -0.11
H 1.518860 6.547302 25.401664 0.05 0.17 0.06
H 4.116259 5.848838 23.020067 0.53 0.04 -0.30
H 4.650218 7.560566 22.808435 -0.29 0.06 -0.08
H 5.157819 6.637473 24.217555 -0.15 0.04 0.23
H 1.494931 8.439336 24.417048 0.00 -0.42 0.21
C -0.831108 3.980638 29.542631 -0.19 -0.18 -0.45
N -0.170099 5.229984 29.843958 -0.19 0.21 0.32
C 1.118195 5.458774 29.215768 -0.20 0.65 0.52
C -0.667264 6.087228 30.775557 0.33 -0.72 -0.48
O -0.113112 7.120095 31.112930 -0.31 0.07 0.17
H -0.714477 3.815650 28.467582 0.00 -0.23 0.07
H -1.904201 4.012107 29.730812 0.06 0.29 0.21
H -0.410685 3.128656 30.084971 0.15 0.06 -0.05
H 1.012580 5.435700 28.131316 0.16 -0.30 -0.02
H 1.444663 6.460630 29.494157 0.00 -0.01 -0.02
H 1.858675 4.760864 29.610375 0.04 -0.18 -0.35
H -1.627783 5.723605 31.168103 0.03 0.25 0.12
```
Forces are in eV/Å.

Results
HOMO energy (Eh): -0.276
Orbital gap (eV): 7.65
Calculated total energy (eV): -88303.0329
SMILES: CCN(CC)CC.CCN(CC)CC.CCN(CC)CC.CCN(CC)CC.CCN(CC)CC.CCN(CC)CC.CN(C)C=O.CN(C)C=O.CN(C)C=O.CN(C)C=O.CN(C)C=O.CN(C)C=O
Energy above the lowest of the compared OMol25 structures with the same formula, charge and spin (eV): 0.000
LUMO energy (eV): 0.1
F_max (hartree/bohr): 0.0504
Spin multiplicity: 1